299
Properties=species:S:1:pos:R:3:forces:R:3:mulliken_charge:R:1 method="wB97M-V/def2-TZVPD" homo_ev=-15.5603 orbital_gap_ev=8.36 charge=+4
C 16.779315 22.771860 22.074750 -1.4 0.0 -0.6 -1.234
C 15.484485 22.577390 21.165180 1.6 -1.7 1.2 -0.178
C 15.202775 21.049760 20.838780 0.9 1.1 -1.0 -0.699
C 16.097055 20.485790 19.659240 -0.6 0.7 0.9 -0.957
P 15.713855 18.827800 19.104640 -1.2 0.5 0.6 0.448
C 16.263345 17.535260 20.289480 -0.6 0.5 -0.6 -1.684
C 17.786215 17.489300 20.623040 -1.2 0.1 -0.8 0.651
C 18.083225 16.229180 21.384450 -1.5 -1.4 0.4 -0.585
C 19.468345 16.052220 21.852340 1.7 1.3 0.0 -0.992
C 13.955485 18.907920 18.694370 -1.1 -0.9 0.0 -0.630
C 12.937575 18.581320 19.788420 1.2 0.4 2.1 -0.944
C 11.659655 19.395910 19.907150 0.0 -0.9 -1.0 -0.621
C 10.620295 18.954000 18.906860 -1.0 0.6 0.0 -1.378
C 16.590615 18.609280 17.614010 0.3 -1.0 -0.6 0.262
C 16.374545 17.172770 17.038760 1.2 -0.4 -0.6 -0.586
C 16.919785 16.963970 15.606050 0.0 0.8 0.2 -0.162
C 16.487075 18.034840 14.622610 -0.7 -0.7 -0.2 -1.648
H 16.937745 23.844710 22.184220 0.2 -0.1 0.2 0.247
H 17.686615 22.293210 21.706230 0.0 0.1 -0.5 0.213
H 16.634825 22.336900 23.063700 -0.3 0.1 0.0 0.524
H 15.584445 23.166720 20.253690 -0.1 -0.2 -0.1 -0.173
H 14.594265 22.918280 21.693770 0.2 0.2 0.1 0.578
H 14.162305 21.112580 20.520080 0.0 -0.8 -0.2 -0.059
H 15.288235 20.391420 21.703290 -0.1 0.3 0.2 0.504
H 17.177335 20.478420 19.804340 0.1 0.3 0.6 0.862
H 15.947965 21.169170 18.823260 -0.1 -0.3 -0.3 0.235
H 15.924525 16.646920 19.756410 0.3 -0.4 0.0 0.574
H 15.588555 17.575460 21.144550 0.2 0.2 0.3 0.899
H 18.057485 18.386780 21.178960 0.2 0.1 0.0 0.704
H 18.290935 17.434290 19.658510 0.4 0.3 0.0 -0.719
H 17.816705 15.376590 20.759820 -0.3 0.0 0.0 0.208
H 17.439065 16.194740 22.263060 -0.3 0.0 0.1 0.544
H 20.153865 15.942430 21.012040 0.1 -0.2 -0.2 -0.158
H 19.701255 15.291370 22.597290 -0.5 -0.1 -0.1 0.372
H 19.721475 17.014020 22.298400 0.5 0.1 0.4 0.444
H 13.740955 18.231070 17.867350 0.3 0.3 -0.4 0.702
H 13.780605 19.942910 18.400590 0.2 0.1 -0.4 0.593
H 13.453145 18.782770 20.727420 0.2 0.1 0.4 0.278
H 12.758675 17.514160 19.919810 -0.3 -0.1 -0.6 0.631
H 11.790915 20.461520 19.719190 0.5 0.1 0.4 0.212
H 11.270615 19.219660 20.909990 0.0 0.3 0.0 0.415
H 9.729845 19.518990 19.182500 -0.4 -0.4 -0.1 0.428
H 10.408985 17.885100 18.936800 0.0 0.1 -0.1 0.349
H 10.805805 19.293460 17.887810 0.4 -0.3 -0.1 0.328
H 17.569405 18.896980 17.997800 0.9 -0.6 -0.6 -0.717
H 16.367805 19.349480 16.845530 -0.4 0.1 0.2 0.900
H 15.329325 16.863520 17.037670 -0.3 0.5 0.0 0.738
H 16.867045 16.366800 17.582780 0.2 0.3 0.7 -0.183
H 16.581095 15.979200 15.284140 0.1 0.0 -0.1 0.582
H 18.009475 16.973070 15.581770 0.1 -0.3 0.4 -0.251
H 16.691405 17.660460 13.619520 0.3 0.5 -0.1 0.431
H 16.963125 18.998630 14.803110 0.0 -0.1 -0.2 0.315
H 15.401875 18.131190 14.656580 -0.2 0.3 0.1 0.440
C 24.972345 22.693160 14.902530 -0.4 -0.1 0.3 -1.322
C 25.093315 21.774950 16.126160 -0.2 1.1 -0.6 0.855
C 24.430035 22.356340 17.424090 0.8 0.6 0.4 1.116
C 24.678965 23.907410 17.632370 -0.8 0.2 0.0 -1.787
P 24.212075 24.748050 19.257700 -0.4 -1.9 -0.4 1.258
C 24.434825 26.502240 19.191160 0.1 1.1 -0.4 -1.710
C 24.037425 27.239300 17.904730 0.4 -0.5 -1.0 -0.255
C 24.638745 28.642870 17.939990 -0.2 0.3 -0.9 -0.562
C 24.323205 29.591050 16.711120 0.0 -1.3 0.8 -1.297
C 22.448995 24.398870 19.570470 0.4 0.7 -0.7 -0.979
C 21.862455 25.283900 20.668200 -1.2 0.1 0.8 -1.339
C 20.342835 25.115090 20.744770 0.3 -0.8 1.2 1.293
C 19.702435 25.545720 22.046500 -0.3 0.2 0.3 -1.537
C 25.183385 24.044420 20.644010 -0.9 1.6 -1.3 -1.078
C 25.254345 24.937780 21.889370 0.4 -0.5 -0.4 -0.604
C 26.043805 24.127070 22.881770 -0.1 0.6 1.3 -0.040
C 26.464495 25.001150 24.055840 1.1 -0.2 0.3 -1.613
H 25.263875 22.135410 14.012570 0.5 0.2 0.1 -0.109
H 25.573875 23.590310 15.048770 -0.1 0.1 -0.4 0.524
H 23.928975 22.922060 14.685570 0.0 0.4 0.2 0.290
H 26.159095 21.595990 16.268190 -0.1 -0.2 0.4 0.246
H 24.657455 20.854910 15.736740 -0.2 -0.3 0.9 -0.618
H 24.949195 21.929250 18.282090 -0.1 -0.6 0.1 -0.472
H 23.367495 22.127850 17.507070 0.0 0.0 -0.2 -0.206
H 24.041575 24.503890 16.979650 -0.1 -0.1 -0.5 0.753
H 25.695935 24.150250 17.324330 0.2 0.2 0.4 0.756
H 25.476195 26.649170 19.477630 0.3 0.2 -0.4 0.787
H 23.874475 27.089610 19.918550 0.0 -0.8 0.7 0.787
H 22.951785 27.251820 17.808130 -0.2 0.2 0.3 0.016
H 24.331075 26.699780 17.004300 0.4 0.0 -0.1 0.367
H 25.713545 28.533980 18.085060 0.1 0.1 -0.1 0.454
H 24.246015 29.074020 18.860850 0.0 0.5 0.0 0.360
H 24.497065 30.614360 17.043840 -0.4 0.0 -0.4 0.362
H 23.316595 29.365160 16.359240 -0.5 0.6 0.4 0.247
H 24.867145 29.397650 15.786550 0.7 -0.1 0.4 0.396
H 22.331095 23.325440 19.718660 0.1 -0.1 0.7 0.977
H 21.881525 24.502340 18.645610 0.1 0.5 -0.3 0.612
H 21.967485 26.368830 20.669040 0.9 0.0 -0.9 0.436
H 22.271725 25.011880 21.641140 0.0 -0.3 0.0 0.287
H 20.183815 24.037950 20.795560 -0.4 -0.2 -1.1 0.036
H 19.775615 25.662030 19.991630 0.4 -0.6 -0.6 -0.980
H 20.294375 25.310800 22.931100 0.1 0.1 0.0 0.448
H 18.791575 24.950470 22.110660 -0.2 0.3 0.3 0.141
H 19.427575 26.600490 22.043640 0.1 0.0 0.2 0.348
H 26.179255 23.998230 20.203320 0.2 -0.5 0.2 0.667
H 24.735255 23.064870 20.810580 0.3 -0.1 0.2 0.353
H 24.295135 25.279000 22.278710 -0.1 -0.4 0.0 0.305
H 25.815975 25.854200 21.708130 0.0 0.0 -0.4 0.369
H 26.942615 23.714950 22.423090 0.0 -0.1 -0.2 0.289
H 25.440485 23.292460 23.238890 0.0 -0.2 0.0 0.175
H 27.299015 25.655440 23.803660 -0.1 0.2 -0.5 0.384
H 26.939255 24.385290 24.819660 -0.5 0.0 0.4 0.438
H 25.688065 25.644310 24.470080 -0.2 -0.3 0.1 0.351
C 13.422295 30.403020 16.226110 -0.4 -0.7 0.8 -1.361
C 13.910915 28.926380 16.498970 1.4 1.7 -0.9 -0.057
C 14.558015 28.820710 17.898140 -2.5 0.2 -0.5 -0.613
C 14.852815 27.413480 18.399730 1.2 0.5 0.3 -0.839
P 16.456245 26.780850 17.764700 0.7 -0.7 -0.7 0.918
C 17.791455 27.977620 18.256690 0.2 -0.4 -0.3 -0.929
C 19.242965 27.733670 17.814050 1.4 1.0 -1.3 0.304
C 20.212195 29.042520 17.810720 -0.3 -1.2 1.2 -0.504
C 20.835215 29.206660 19.199220 -0.1 0.6 -0.5 -0.918
C 16.850645 25.180100 18.534260 0.8 -1.3 -0.3 -1.113
C 18.034125 24.329540 17.917960 -0.8 0.4 0.1 -0.357
C 18.086285 22.840900 18.325600 1.3 0.0 0.1 0.892
C 19.419045 22.233660 17.807340 -1.1 -0.1 0.1 -0.850
C 16.577205 26.578010 15.924640 -0.1 1.3 1.0 -1.688
C 15.496475 25.816070 15.172210 0.3 0.6 0.3 -0.696
C 15.697835 25.920560 13.638180 0.4 -0.5 0.6 -0.625
C 14.452635 25.559350 12.843090 0.5 0.4 0.6 -1.294
H 14.250985 31.057770 15.956510 0.0 -0.1 -0.2 0.332
H 12.971875 30.833940 17.120280 0.1 -0.1 0.3 0.347
H 12.610675 30.490200 15.503780 0.4 -0.3 -0.3 0.376
H 14.737855 28.831420 15.795230 0.0 -0.5 -0.5 0.038
H 13.177705 28.171730 16.214330 -0.1 0.0 0.6 0.372
H 13.736825 29.168770 18.524710 0.1 0.1 0.5 0.488
H 15.337725 29.568300 18.043940 0.3 -0.3 -0.2 0.222
H 14.008105 26.728740 18.324240 0.2 -0.1 -0.5 0.521
H 14.993645 27.548750 19.472090 0.4 -0.4 0.3 0.484
H 17.773335 27.959620 19.346390 -0.3 0.6 0.1 0.548
H 17.547775 28.945760 17.819150 -0.5 0.1 0.5 0.508
H 19.330955 27.334960 16.803420 -0.5 0.0 -0.2 0.353
H 19.762085 26.978890 18.404740 -0.2 0.1 0.3 -0.736
H 19.826895 30.016300 17.508410 -0.9 -0.3 -0.1 0.490
H 21.072305 28.921030 17.152270 -0.3 -0.6 -0.4 0.117
H 21.353555 28.284330 19.461380 0.1 0.1 0.3 -0.033
H 20.116305 29.488160 19.968650 0.0 -0.2 0.1 0.404
H 21.540595 30.031300 19.096780 0.2 -0.1 0.4 0.472
H 16.018395 24.485080 18.422810 -0.6 0.4 0.2 0.642
H 17.059745 25.326070 19.594000 -0.3 0.1 0.2 0.442
H 18.972645 24.844120 18.124080 0.1 -0.2 -0.1 -0.582
H 17.878355 24.285950 16.840030 0.3 0.3 -0.2 0.624
H 17.277785 22.292760 17.841890 -0.2 0.2 0.1 0.380
H 18.090555 22.622890 19.393570 -0.5 0.5 0.2 -0.364
H 19.308315 22.148410 16.726330 0.8 0.2 -0.1 0.443
H 19.593635 21.226240 18.185110 -0.2 -0.1 0.0 0.390
H 20.262105 22.821400 18.170530 0.1 0.2 -0.5 -0.682
H 17.596165 26.240920 15.734370 0.0 -0.2 0.0 0.832
H 16.566995 27.630360 15.640830 0.1 0.2 -0.4 0.902
H 14.523175 26.219580 15.451430 -0.1 0.1 0.0 0.241
H 15.540505 24.820420 15.613600 -0.3 -0.5 -0.7 0.388
H 16.570745 25.313910 13.397110 -0.1 -0.5 -0.2 0.395
H 16.024325 26.901100 13.291700 -0.1 0.4 0.6 0.424
H 14.099835 24.570060 13.134500 0.0 -0.1 -0.6 0.338
H 14.712965 25.725210 11.797710 -0.5 -0.6 -0.1 0.395
H 13.666105 26.262140 13.117980 -0.1 0.1 -0.1 0.321
C 26.437215 20.362290 20.685700 -0.1 -1.4 1.5 -0.345
N 27.101595 19.243160 21.597770 0.1 2.2 -1.3 0.535
C 27.805425 18.227530 20.690130 -0.5 -0.2 1.1 -0.753
C 28.192605 19.910090 22.391300 -0.5 -0.3 0.7 -0.943
C 26.048285 18.521530 22.500250 1.6 -0.3 -1.6 0.452
C 25.568085 19.242400 23.726410 -0.2 -0.4 0.6 -1.193
O 25.102165 20.528470 23.440850 0.0 1.0 -0.3 -0.376
H 25.897545 21.067440 21.317860 0.4 -0.1 0.3 0.043
H 25.662955 19.820820 20.142160 0.4 0.1 -0.6 -0.115
H 27.208675 20.874970 20.111160 -0.1 -0.5 -0.2 0.419
H 27.056725 17.629870 20.170180 0.1 0.2 0.0 -0.181
H 28.346615 17.611550 21.408310 0.0 -0.3 -0.3 0.770
H 28.522685 18.673580 20.001150 -0.4 0.3 0.0 0.313
H 28.527065 19.209240 23.156190 0.0 0.0 0.0 0.420
H 27.769055 20.794010 22.868160 0.2 0.0 0.0 0.317
H 29.062065 20.148060 21.778500 -0.4 0.1 -0.2 0.355
H 26.641905 17.639000 22.738750 -0.6 -0.3 0.4 0.406
H 25.275155 18.250340 21.781340 -0.2 -0.1 0.2 -0.325
H 26.335425 19.231290 24.500480 0.3 0.5 -0.1 0.323
H 24.738245 18.728980 24.212070 0.2 -0.8 -0.3 0.568
H 24.145075 20.524530 23.515400 0.0 0.2 0.1 0.273
C 23.363825 16.790520 16.507840 1.0 0.1 0.0 0.466
N 23.153195 17.405080 17.862560 0.1 -0.6 -0.5 1.349
C 24.103465 16.806320 18.891510 -0.2 0.0 -0.4 0.334
C 23.477505 18.895890 17.758890 -0.4 -0.3 0.4 0.857
C 21.688465 17.114200 18.369040 -0.2 1.1 -1.2 0.144
C 20.531165 17.650200 17.464040 0.9 -0.5 0.0 0.702
O 20.556635 19.027800 17.315700 -0.4 0.6 1.4 1.084
H 24.411075 16.943180 16.246970 0.1 0.6 0.0 -0.286
H 22.725885 17.310900 15.793460 -0.1 -0.4 0.1 -0.091
H 23.300525 15.702490 16.491140 -0.9 0.0 0.4 -0.042
H 23.867995 17.313580 19.827110 0.0 -0.4 0.1 0.600
H 25.155115 16.970210 18.656380 -0.1 0.5 -0.5 -0.254
H 23.996955 15.721650 18.907050 -0.5 0.1 0.3 -0.888
H 22.862515 19.310280 18.557750 0.2 0.6 -0.3 0.497
H 23.276825 19.330910 16.779820 -0.7 -0.4 0.1 -1.205
H 24.543415 19.091700 17.875460 0.1 -0.5 0.4 -0.327
H 21.652335 17.653550 19.315560 -0.1 -0.5 0.2 0.582
H 21.517755 16.037830 18.388530 0.6 -0.1 0.5 -0.791
H 19.578645 17.361930 17.908690 0.2 -0.3 0.3 -1.640
H 20.554475 17.130360 16.506270 0.0 -0.1 -0.2 0.252
H 20.822095 19.270280 16.425570 0.0 0.0 -0.4 -0.055
C 24.343295 17.721700 10.683380 -0.7 1.1 -0.1 -0.883
N 25.078305 18.638020 11.682680 0.3 -0.8 0.1 0.826
C 24.612275 20.106140 11.487880 0.1 -2.0 -0.8 -1.109
C 24.779155 18.163980 13.140040 0.9 1.0 -0.7 -0.016
C 26.605385 18.572940 11.422650 0.0 0.2 0.7 0.047
C 27.109575 19.149170 10.092910 -0.3 0.2 0.3 -0.935
O 26.316795 18.709640 9.005710 0.2 0.0 0.1 -0.467
H 24.146395 18.307930 9.785790 0.3 -0.1 0.1 0.389
H 23.346495 17.501740 11.065600 0.3 -0.3 0.4 0.276
H 24.914835 16.844630 10.379730 0.1 0.2 0.5 0.316
H 25.122035 20.751430 12.203320 -0.3 -0.2 0.0 0.288
H 23.525445 20.035040 11.530600 0.2 0.5 0.5 0.333
H 24.893295 20.310200 10.454680 0.0 0.4 0.2 0.568
H 25.131905 17.140740 13.269030 -0.3 0.0 -0.2 0.550
H 23.742645 18.344630 13.424860 -0.1 -0.3 -0.7 -0.408
H 25.353455 18.797980 13.815550 0.3 0.0 -0.2 -0.246
H 27.041495 17.580340 11.535090 -0.9 -0.5 0.0 0.476
H 27.015215 19.104200 12.281660 0.2 0.4 -0.3 -0.171
H 28.125095 18.807110 9.893390 0.2 0.0 0.7 0.498
H 27.137745 20.237690 10.142290 -0.1 0.2 0.0 0.325
H 26.937185 18.696700 8.273220 -0.4 -0.1 -0.5 0.349
C 21.923785 11.200030 20.882810 0.7 0.7 0.2 -0.909
N 22.910985 12.368140 21.216330 -1.5 -1.2 0.1 0.326
C 21.990905 13.637190 21.419040 0.7 -1.5 -0.5 -0.876
C 23.615995 11.995650 22.504960 0.8 -0.7 -0.2 -0.879
C 24.008935 12.452640 20.104120 -0.9 0.8 0.6 0.665
C 23.502135 12.417860 18.704340 -0.5 0.0 -0.8 -1.066
O 22.779105 13.597700 18.386030 1.6 0.1 0.2 1.549
H 21.246245 11.467720 20.072010 0.4 0.2 -0.1 0.256
H 21.289925 10.978200 21.741370 0.4 0.1 0.2 0.379
H 22.560045 10.352590 20.627630 -0.3 0.0 0.0 0.454
H 21.211775 13.338710 22.120430 0.5 0.0 0.5 0.543
H 21.417405 13.800460 20.506600 0.7 0.3 -0.2 -0.084
H 22.597305 14.473950 21.765780 -0.1 -0.1 -0.2 0.469
H 24.651875 12.333880 22.530460 -0.3 1.1 0.0 0.281
H 23.856215 10.932450 22.503360 -0.7 -0.3 -0.2 0.384
H 23.059295 12.222760 23.414140 -0.1 0.3 -0.4 0.400
H 24.788835 11.692830 20.154490 -0.3 -0.3 1.0 0.481
H 24.440215 13.415190 20.379080 0.3 0.0 -0.5 -0.971
H 22.865205 11.585040 18.406280 -0.3 -0.4 0.8 0.742
H 24.336425 12.173190 18.046920 0.6 0.8 0.0 -0.086
H 21.966045 13.246610 18.015540 -0.7 0.6 -0.2 -0.644
C 27.838515 14.112120 14.178530 0.0 -0.3 1.1 -0.978
N 27.133565 13.253330 15.247220 -0.4 0.3 -1.4 0.188
C 25.711775 13.992040 15.410720 1.0 -1.2 0.4 -0.103
C 26.935645 11.753350 14.682900 0.2 1.8 1.8 -0.811
C 28.164615 13.328710 16.463530 0.9 -0.5 -1.3 -0.477
C 28.085385 12.270610 17.538290 -1.2 1.0 -0.9 -0.476
O 26.801145 12.504710 18.019810 -1.4 -0.8 0.4 -0.124
H 27.915665 15.092860 14.647890 0.2 0.1 -0.2 0.391
H 27.283275 14.212490 13.245930 -0.1 -0.4 0.2 0.359
H 28.832045 13.687250 14.035390 -0.2 0.1 -0.3 0.480
H 25.809955 15.049120 15.657790 0.7 -0.1 0.1 0.046
H 25.119425 13.503100 16.184130 0.3 -0.2 -0.1 -0.304
H 25.185655 13.930300 14.458100 0.3 -0.3 -0.1 0.512
H 26.248875 11.330590 15.416200 0.0 -0.3 -0.3 0.298
H 27.905195 11.261180 14.759340 -0.1 0.1 -0.2 0.364
H 26.542715 11.736000 13.666340 0.0 0.4 0.2 0.359
H 28.120345 14.358190 16.818960 -0.3 -0.2 0.2 0.196
H 29.156195 13.188500 16.033170 -0.1 0.3 -0.7 0.477
H 28.836345 12.456680 18.306110 0.3 0.0 -0.1 0.475
H 28.157955 11.250260 17.161830 0.3 0.0 -0.1 0.243
H 26.915165 12.715900 18.949320 -0.4 0.0 0.5 0.299
N 27.069195 13.018270 20.543740 -2.8 5.5 0.4 0.082
S 27.804375 12.457110 21.717260 3.4 -10.2 4.8 0.942
O 27.240725 12.495590 23.085180 1.3 2.1 -2.6 -0.569
O 29.189535 12.289620 21.377810 -0.4 1.2 1.4 -0.626
F 27.301265 10.937160 21.403480 -0.2 -0.1 -0.2 -0.371
S 27.055125 14.556450 21.177840 -2.2 3.9 -1.8 0.655
O 28.331125 15.126340 21.522740 -0.9 -1.0 0.8 -0.614
O 25.836755 15.071020 21.845970 2.1 -1.7 -0.7 -0.535
F 26.856235 15.176710 19.755600 -0.5 0.8 -1.4 -0.186
N 20.412675 13.026630 17.652210 -4.4 1.9 2.3 -0.129
S 20.058645 13.028910 16.167580 -0.1 -3.4 -8.9 0.682
O 19.883525 14.274830 15.398540 0.4 -1.3 2.5 -0.432
O 19.279305 11.883340 15.690730 0.4 2.3 1.4 -0.645
F 21.489605 12.473890 15.743860 1.2 0.7 -0.1 -0.337
S 18.861725 13.597910 18.163460 0.0 1.2 3.8 0.699
O 17.641275 13.051560 17.666940 1.3 0.3 -0.5 -0.567
O 18.866195 15.015950 18.535880 0.5 -1.4 -1.1 -0.231
F 19.010095 12.925340 19.587660 0.1 -0.2 0.3 -0.334
N 21.350525 19.499470 14.904990 -1.4 -9.2 -1.8 -0.123
S 21.446065 20.800970 14.305630 1.5 12.3 0.0 0.378
O 20.179375 21.458430 13.995130 2.0 -1.1 -1.1 -0.722
O 22.715665 21.078120 13.646470 -1.9 -0.1 0.0 -0.230
F 21.678725 21.500620 15.744170 0.7 0.6 0.6 -0.108
S 20.796075 18.776750 13.426000 -2.0 -5.2 -2.5 0.562
O 21.583485 18.945890 12.204810 -0.6 0.8 2.4 -0.637
O 19.360325 18.708250 13.247550 2.2 0.7 1.2 -0.454
F 21.188655 17.235260 13.768030 0.0 1.3 0.6 -0.214
C 28.350395 19.353170 15.220340 -2.0 -2.8 -0.8 0.294
F 29.144365 20.234320 15.651850 1.7 1.9 1.0 -0.181
F 27.379285 19.935910 14.477870 -0.5 0.5 0.3 -0.149
F 28.958075 18.541370 14.347970 0.6 -0.3 0.0 -0.236
S 27.581695 18.300500 16.592590 0.1 -1.0 -0.2 1.185
O 26.854265 19.264340 17.377520 -1.0 1.0 0.4 -0.613
O 26.706675 17.348510 15.871840 0.8 0.7 0.3 -0.692
O 28.677785 17.724790 17.342120 -0.1 -0.1 -0.8 -0.752